(1)
Entry from OMol25: the ion C8H19N3P with charge +1 at a distorted geometry (ωB97M-V/def2-TZVPD).

Calculated values
total charge: +1
E_tot: -821.4709 Eh
ΔE to the lowest compared entry with this formula, charge and spin: 0.165 eV
HOMO: -12.852 eV
orbital gap: 9.8 eV
molar mass: 188.235 g/mol
LUMO level: -0.114 Eh

Cartesian coordinates (Å):
C (4.0692, 0.2132, -0.3316)
N (2.8420, 0.2370, 0.3108)
C (2.2001, -0.9378, 0.9606)
C (0.8639, -1.2307, 0.2215)
N (0.2676, -0.0289, -0.2927)
C (-0.0753, 0.0476, -1.7874)
N (-0.8889, 0.1930, 0.5650)
C (-1.6345, 1.4328, 0.2531)
C (-2.9997, 1.0293, -0.4119)
C (-3.2768, -0.3189, 0.2979)
C (-1.9036, -0.8510, 0.6161)
P (1.5948, 1.4208, 0.0923)
H (4.8844, -0.0237, 0.5226)
H (4.1186, -0.6565, -0.9172)
H (4.3263, 1.1134, -0.9561)
H (1.8651, -0.5864, 1.8990)
H (2.7993, -1.8239, 1.1611)
H (1.1019, -1.8753, -0.4998)
H (0.2013, -1.7472, 0.9920)
H (-0.5693, -0.9439, -2.0745)
H (-0.7237, 0.8803, -1.9090)
H (0.8781, 0.1850, -2.4442)
H (-1.1491, 2.0597, -0.3741)
H (-1.8567, 1.9499, 1.2577)
H (-2.8910, 0.9245, -1.4409)
H (-3.5523, 1.9360, -0.0787)
H (-3.8073, -0.1815, 1.2218)
H (-3.9448, -1.0041, -0.2047)
H (-1.9700, -1.0829, 1.7746)
H (-1.7579, -1.7462, 0.1194)
H (0.9884, 1.4164, 1.4572)

---

(2)
Entry from OMol25: the ion C8H19N7 with charge +2 at a distorted geometry (ωB97M-V/def2-TZVPD).

Calculated values
total charge: +2
E_tot: -698.7452 Eh
ΔE to the lowest compared entry with this formula, charge and spin: 3.327 eV
HOMO: -14.190 eV
orbital gap: 8.1 eV
molar mass: 213.289 g/mol
LUMO level: -0.225 Eh

Cartesian coordinates (Å):
C (0.0177, -2.5865, -1.2764)
C (2.7996, 1.0508, -0.1187)
C (1.0109, -0.7194, -0.0104)
C (5.1116, 0.7800, 0.2684)
C (-0.4586, -0.7040, 0.4057)
C (-1.3997, 0.4604, -0.1419)
C (-2.8319, 0.3382, 0.5371)
C (-3.8989, -0.2325, -0.3728)
N (0.7765, -3.1155, -0.5640)
N (1.9956, -1.5655, 0.0891)
N (1.8997, -2.8634, -0.0544)
N (2.9689, 2.4266, -0.1620)
N (3.7598, 0.2255, 0.2184)
N (1.5042, 0.6522, -0.1709)
N (-5.2379, -0.2911, 0.2840)
H (-0.9187, -2.4288, -1.6827)
H (5.4635, 0.9887, -0.7115)
H (5.0435, 1.7376, 0.7935)
H (5.8154, 0.1842, 0.8007)
H (-0.8272, -1.6215, 0.1691)
H (-0.5019, -0.6926, 1.5262)
H (-1.0547, 1.4732, 0.2466)
H (-1.4597, 0.4603, -1.1841)
H (-2.9713, 1.4337, 0.7295)
H (-2.7722, -0.0281, 1.4956)
H (-3.9747, 0.3702, -1.2920)
H (-3.6719, -1.2632, -0.5874)
H (3.9329, 2.7130, -0.4365)
H (2.1841, 2.9410, -0.3163)
H (3.5533, -0.6880, 0.2455)
H (0.8863, 1.4796, -0.2032)
H (-6.1061, -0.2105, -0.3952)
H (-5.2432, 0.4272, 0.9634)
H (-5.3948, -1.1319, 0.9076)

---

(3)
Entry from OMol25: a cluster of 2 separate species, C8H19NO in total at a distorted geometry (ωB97M-V/def2-TZVPD).

Calculated values
E_tot: -446.1380 Eh
ΔE to the lowest compared entry with this formula, charge and spin: 2.578 eV
HOMO: -9.010 eV
orbital gap: 9.8 eV
molar mass: 145.246 g/mol
LUMO level: 0.030 Eh

Cartesian coordinates (Å):
C (0.6265, 1.7529, 2.3605)
C (0.3112, 0.8821, 1.1717)
N (-1.0184, 1.0971, 0.5405)
C (-1.1266, 2.4294, -0.0783)
C (-1.7835, 0.0492, -0.0096)
C (-1.4908, -1.4637, -0.0337)
O (-2.8147, 0.4802, -0.5108)
H (0.0188, 2.7374, 2.3256)
H (1.4942, 2.3801, 2.3957)
H (0.5200, 1.1433, 3.2494)
H (1.1037, 1.0814, 0.4324)
H (0.4230, -0.1648, 1.4211)
H (-1.4382, 2.2917, -1.1383)
H (-1.9087, 3.0917, 0.2301)
H (-0.0918, 2.7699, 0.0256)
H (-1.5900, -1.7343, -1.1051)
H (-0.4101, -1.4846, -0.0855)
H (-1.9775, -2.1179, 0.6838)
C (1.6514, -0.9432, -2.1125)
C (2.7029, -1.7183, -1.2767)
C (1.9242, -2.3385, -0.0195)
H (0.9274, -1.6748, -2.4826)
H (2.0989, -0.5754, -3.0467)
H (1.2511, -0.1093, -1.5095)
H (3.1054, -2.5691, -1.8226)
H (3.3858, -1.0563, -0.7936)
H (2.7273, -2.8368, 0.5201)
H (1.4793, -1.6199, 0.6472)
H (1.1635, -3.0237, -0.3179)

---

(4)
Entry from OMol25: a cluster of 2 separate species, C8H19NO in total at a distorted geometry (ωB97M-V/def2-TZVPD).

Calculated values
E_tot: -446.0442 Eh
ΔE to the lowest compared entry with this formula, charge and spin: 5.131 eV
HOMO: -8.715 eV
orbital gap: 9.5 eV
molar mass: 145.246 g/mol
LUMO level: 0.029 Eh

Cartesian coordinates (Å):
C (0.0328, -0.8400, -1.2110)
C (-0.8356, -2.1316, -0.9177)
N (-1.6604, -1.9615, 0.4315)
C (-3.1075, -1.6150, 0.5887)
C (-1.1222, -1.4953, 1.6497)
C (-2.0034, -1.2068, 2.8409)
O (0.0615, -1.1885, 1.5004)
H (-0.5501, 0.0542, -0.9436)
H (-0.0386, -0.6458, -2.1743)
H (1.0387, -0.6975, -0.6737)
H (-1.7404, -2.1516, -1.6338)
H (-0.3820, -3.0874, -0.8955)
H (-3.6754, -2.6404, 0.8038)
H (-3.3218, -0.7023, 1.2468)
H (-3.5345, -1.2816, -0.2474)
H (-1.9646, -0.0788, 2.9142)
H (-3.0184, -1.8151, 2.7113)
H (-1.4471, -1.2290, 3.8579)
C (3.5077, 1.6911, -0.6059)
C (2.0455, 1.8681, -0.5504)
C (1.8034, 3.0395, -1.5226)
H (4.0196, 2.5683, -0.3275)
H (3.8781, 1.0680, 0.2611)
H (3.7887, 1.2463, -1.5715)
H (1.8978, 2.1768, 0.6325)
H (1.2801, 1.0401, -0.7391)
H (2.2034, 3.9719, -1.2345)
H (0.7197, 3.2381, -1.6561)
H (2.1251, 2.8059, -2.5340)

---

(5)
Entry from OMol25: an isolated molecule of C8H19NO (ωB97M-V/def2-TZVPD).

Calculated values
E_tot: -446.2045 Eh
ΔE to the lowest compared entry with this formula, charge and spin: 0.769 eV
HOMO: -8.939 eV
orbital gap: 9.7 eV
molar mass: 145.246 g/mol
LUMO level: 0.029 Eh

Cartesian coordinates (Å):
C (-3.5181, -0.0092, -0.2407)
N (-2.2233, -0.6544, -0.2640)
C (-1.1470, 0.2363, 0.1277)
C (0.2416, -0.4103, -0.0662)
C (0.2950, -1.7331, 0.7118)
C (0.4133, -0.7111, -1.5573)
C (1.3658, 0.5466, 0.4661)
C (2.7600, 0.1031, 0.0097)
C (1.1671, 2.0041, 0.0197)
O (1.4093, 0.5057, 1.8859)
H (-4.2807, -0.7368, -0.5130)
H (-3.7785, 0.4236, 0.7387)
H (-3.5251, 0.7938, -0.9789)
H (-2.2416, -1.4603, 0.3526)
H (-1.2642, 0.5772, 1.1754)
H (-1.2279, 1.1133, -0.5196)
H (-0.3372, -2.4742, 0.2301)
H (-0.0329, -1.5964, 1.7400)
H (1.3077, -2.1234, 0.7387)
H (0.5469, 0.2008, -2.1330)
H (-0.4862, -1.2071, -1.9130)
H (1.2643, -1.3628, -1.7301)
H (2.8989, 0.2951, -1.0486)
H (2.9268, -0.9493, 0.2117)
H (3.4965, 0.6700, 0.5734)
H (1.0575, 2.0755, -1.0579)
H (0.2943, 2.4480, 0.4932)
H (2.0383, 2.5833, 0.3177)
H (0.5792, 0.8519, 2.2298)

---

(6)
Entry from OMol25: a cluster of 2 separate species, C8H19NO in total at a distorted geometry (ωB97M-V/def2-TZVPD).

Calculated values
total charge: +1
E_tot: -445.7259 Eh
expectation value of S²: 0.770
ΔE to the lowest compared entry with this formula, charge and spin: 3.833 eV
HOMO (alpha / beta): -13.522 / -13.512 eV
orbital gap (alpha / beta): 9.8 / 5.3 eV
molar mass: 145.246 g/mol
LUMO level (alpha / beta): -0.136 / -0.302 Eh
multiplicity: 2

Cartesian coordinates (Å):
C (-0.4642, 0.3527, 1.6908)
C (-0.3414, 0.9005, 3.2109)
C (1.8200, -0.6580, 1.9719)
C (0.7355, 2.2454, -0.0745)
C (1.2210, 0.8722, 0.0322)
O (2.0643, 0.4262, -0.7746)
N (0.8136, 0.1493, 1.1468)
H (-1.1841, -0.5357, 1.6599)
H (-1.0354, 1.1489, 1.0001)
H (-1.1228, 0.7265, 3.8972)
H (-0.1661, 1.8901, 3.0037)
H (1.3650, -1.2901, 2.8255)
H (0.6131, 2.5164, -1.1081)
H (0.5299, 0.0462, 3.5142)
H (2.4549, -1.6362, 1.3398)
H (2.5096, 0.1774, 2.2914)
H (-0.0149, 2.5656, 0.4594)
H (1.5095, 3.0335, 0.1253)
C (-1.2738, -1.6967, -2.5699)
C (-2.1339, -0.5055, -2.4032)
C (0.2919, -1.4935, -2.1302)
H (-1.6059, -2.6176, -2.1388)
H (-1.0772, -1.9910, -3.6490)
H (-1.7898, 0.4588, -2.9592)
H (-2.0510, 0.0276, -1.4708)
H (0.8006, -2.4150, -2.5592)
H (0.4564, -0.5026, -2.4890)
H (-3.2053, -0.6924, -2.6931)
H (0.2803, -1.5031, -1.1494)

---

(7)
Entry from OMol25: a cluster of 2 separate species, C8H19NO7PS in total at a distorted geometry (ωB97M-V/def2-TZVPD).

Calculated values
total charge: -1
E_tot: -1637.2262 Eh
ΔE to the lowest compared entry with this formula, charge and spin: 0.000 eV
HOMO: -2.711 eV
orbital gap: 4.7 eV
molar mass: 304.281 g/mol
LUMO level: 0.074 Eh

Cartesian coordinates (Å):
C (-0.3587, -1.8429, 1.3398)
N (0.5348, -0.9996, 0.5451)
C (-0.0194, 0.2457, 0.0046)
C (-1.2562, 0.0348, -0.8786)
C (-2.4177, 0.9774, -0.5694)
C (-2.8803, 0.8764, 0.8890)
S (-4.5878, 1.3520, 1.1184)
O (-5.3309, 0.2057, 1.5411)
O (-5.0343, 2.1609, 0.0317)
O (-4.5187, 2.3781, 2.3522)
C (1.7135, -0.8556, 1.2107)
O (2.0030, -1.3344, 2.2818)
O (2.6322, -0.0548, 0.5481)
P (3.1531, 1.2463, 1.3329)
O (3.6154, 2.3628, 0.5026)
H (0.1214, -2.8023, 1.5097)
H (-1.2736, -2.0167, 0.7797)
H (-0.5933, -1.4003, 2.3167)
H (-0.2037, 0.9689, 0.8166)
H (0.7606, 0.6475, -0.6399)
H (-0.9493, 0.1720, -1.9151)
H (-1.6000, -0.9972, -0.8224)
H (-2.1375, 2.0104, -0.7877)
H (-3.2585, 0.7456, -1.2248)
H (-2.8215, -0.1527, 1.2495)
H (-2.2743, 1.5013, 1.5434)
H (-4.0461, 1.9699, 3.0911)
H (2.0588, 1.5306, 2.1688)
H (4.1165, 0.7306, 2.2062)
C (3.8167, -1.2412, -2.5197)
C (2.3991, -1.1764, -3.1293)
O (1.4262, -1.3783, -2.2212)
H (3.9654, -2.2257, -2.0640)
H (4.6293, -1.0677, -3.2391)
H (3.8860, -0.4856, -1.7333)
H (2.3884, -1.9077, -3.9863)
H (2.3414, -0.1775, -3.6490)

---

(8)
Entry from OMol25: a cluster of 2 separate species, C8H19NOSi in total at a distorted geometry (ωB97M-V/def2-TZVPD).

Calculated values
E_tot: -735.5464 Eh
ΔE to the lowest compared entry with this formula, charge and spin: 4.070 eV
HOMO: -7.706 eV
orbital gap: 8.4 eV
molar mass: 173.332 g/mol
LUMO level: 0.025 Eh

Cartesian coordinates (Å):
C (-0.3299, 0.5360, 0.5171)
C (2.3424, -1.1816, -1.5085)
C (2.6127, 2.2968, 0.1290)
C (-2.1300, -0.9612, -1.1547)
C (-3.4817, 0.1442, 1.2367)
C (-1.3129, -2.3379, 1.4303)
C (2.5431, -0.2026, -0.3600)
C (2.3608, 1.2885, -0.7025)
N (-0.3993, 1.7495, 1.0073)
O (2.0071, 1.4157, -1.9519)
Si (-1.7674, -0.5829, 0.7349)
H (2.7674, -0.7768, -2.3851)
H (1.3416, -1.1048, -1.7860)
H (2.7641, -2.1277, -1.3302)
H (0.2388, 2.5436, 0.9596)
H (2.9711, 2.1302, 1.0604)
H (2.6649, 3.3335, -0.2493)
H (-2.2939, -1.9817, -1.3182)
H (-2.9710, -0.4809, -1.4309)
H (-1.3627, -0.6737, -1.7566)
H (-3.9948, 0.9000, 0.6189)
H (-4.1601, -0.6143, 1.8582)
H (-3.0884, 0.8359, 2.0940)
H (-0.9927, -2.9244, 0.6376)
H (-0.4523, -2.2997, 2.1859)
H (-2.2198, -2.8345, 1.6864)
H (2.0742, -0.3214, 0.5804)
H (3.6402, -0.1855, -0.0748)
H (-1.2659, 2.0904, 1.5676)
H (1.8947, 2.3274, -2.2957)

---

(9)
Entry from OMol25: a structure of composition C8H19O3 at a distorted geometry (ωB97M-V/def2-TZVPD).

Calculated values
E_tot: -541.7114 Eh
expectation value of S²: 0.780
ΔE to the lowest compared entry with this formula, charge and spin: 2.278 eV
HOMO (alpha / beta): -6.207 / -9.127 eV
orbital gap (alpha / beta): 7.2 / 9.9 eV
molar mass: 163.237 g/mol
LUMO level (alpha / beta): 0.036 / 0.028 Eh
multiplicity: 2

Cartesian coordinates (Å):
C (0.8090, 0.3746, 4.2973)
O (0.6017, 0.4218, 2.9102)
C (0.1745, -0.8071, 2.3744)
C (-0.2128, -0.6430, 0.9371)
H (-0.1091, 0.0708, 4.8312)
H (1.6132, -0.3371, 4.5559)
H (1.0875, 1.3823, 4.6292)
H (-0.7123, -1.1741, 2.9258)
H (0.9853, -1.5587, 2.4753)
H (0.5086, -0.0806, 0.3311)
H (-0.4683, -1.5913, 0.4522)
O (-1.8869, 0.2168, 0.9675)
C (-1.6509, 1.5811, 0.6835)
C (-2.5884, 2.5728, 1.3482)
O (-2.3893, 2.7507, 2.7307)
C (-2.8245, 1.6860, 3.5432)
H (-1.6964, 1.7334, -0.4118)
H (-0.6266, 1.8439, 0.9911)
H (-2.4279, 3.5576, 0.8865)
H (-3.6382, 2.2886, 1.1482)
H (-2.8078, 2.0357, 4.5830)
H (-3.8419, 1.3534, 3.2738)
H (-2.1590, 0.8152, 3.4404)
C (-3.7993, -0.4003, 0.5575)
C (-4.0334, -1.5319, 1.5105)
H (-4.5335, 0.4127, 0.6240)
H (-3.6434, -0.6756, -0.4944)
H (-4.6007, -1.1991, 2.3902)
H (-3.0664, -1.9305, 1.8628)
H (-4.5754, -2.3565, 1.0238)

---

(10)
Entry from OMol25: an isolated molecule of C8H2 at a distorted geometry (ωB97M-V/def2-TZVPD).

Calculated values
E_tot: -305.6856 Eh
ΔE to the lowest compared entry with this formula, charge and spin: 2.898 eV
HOMO: -9.098 eV
orbital gap: 8.4 eV
molar mass: 98.104 g/mol
LUMO level: -0.027 Eh

Cartesian coordinates (Å):
C (-2.5066, 1.0102, -0.5855)
C (-1.4863, 1.0940, 0.0259)
C (-0.2414, 1.0664, 0.5823)
C (0.7845, 1.2091, 1.2057)
C (1.9904, 0.5290, 1.3758)
C (2.3874, -0.3603, 0.6290)
C (1.6580, -1.2701, -0.0724)
C (0.6953, -1.6311, -0.7168)
H (-3.4670, 0.6844, -1.1242)
H (0.1856, -2.3316, -1.3198)

---

(11)
Entry from OMol25: a structure of composition C8H20BCs3O4S2 at a distorted geometry (ωB97M-V/def2-TZVPD).

Calculated values
total charge: +2
E_tot: -1498.5872 Eh
HOMO: -15.351 eV
orbital gap: 8.6 eV
molar mass: 653.905 g/mol
LUMO level: -0.249 Eh

Cartesian coordinates (Å):
Cs (-0.8305, 2.6948, -2.7748)
Cs (-2.6690, 1.9898, 0.4729)
Cs (-0.1261, 4.1920, 0.5464)
B (-0.2130, 1.8487, -0.4134)
H (0.3324, 1.7692, -1.3410)
H (-0.9139, 2.6642, -0.5023)
H (-0.7776, 0.9334, -0.3257)
H (0.4519, 1.9823, 0.4258)
C (-0.8600, -1.9858, -1.2709)
C (-1.7519, -1.1065, -2.1105)
C (-3.1656, -1.5524, -1.7269)
S (-3.1475, -1.5719, 0.1436)
O (-3.8123, -2.8426, 0.5036)
O (-3.5385, -0.2824, 0.7575)
C (-1.2661, -1.7586, 0.1689)
H (0.1598, -1.7110, -1.5403)
H (-1.1124, -3.0205, -1.5029)
H (-1.5523, -1.3863, -3.1449)
H (-1.7027, -0.0251, -1.9835)
H (-3.3153, -2.5961, -2.0035)
H (-4.0268, -0.9473, -2.0102)
H (-0.9212, -2.5932, 0.7793)
H (-0.7910, -0.8850, 0.6151)
C (2.6832, -0.1544, 0.0618)
C (1.3619, -0.4134, 0.7777)
C (1.5877, 0.0387, 2.2788)
S (2.9404, 1.3278, 2.3942)
O (4.1193, 0.8103, 3.0577)
O (2.3494, 2.6760, 2.6596)
C (3.2758, 1.1814, 0.6331)
H (2.5319, -0.1078, -1.0166)
H (3.4721, -0.8973, -0.0564)
H (1.0890, -1.4638, 0.6760)
H (0.5614, 0.1767, 0.3313)
H (1.9243, -0.7624, 2.9370)
H (0.6478, 0.3716, 2.7192)
H (4.3372, 1.4192, 0.5622)
H (2.6681, 1.9877, 0.2223)

---

(12)
Entry from OMol25: the ion C8H20BIN with charge -1 (ωB97M-V/def2-TZVPD).

Calculated values
total charge: -1
E_tot: -694.1354 Eh
HOMO: -4.999 eV
orbital gap: 7.8 eV
molar mass: 267.971 g/mol
LUMO level: 0.104 Eh

Cartesian coordinates (Å):
C (3.4522, 0.4371, 1.0455)
C (3.0283, 1.3831, -0.0636)
I (4.8361, 2.5391, -0.6310)
C (2.4099, 0.6809, -1.2519)
B (0.7600, 0.4750, -1.0291)
C (0.3340, -1.1217, -0.8036)
C (-0.4340, -1.4534, 0.5008)
C (-1.8887, -1.9329, 0.3112)
C (-2.9510, -0.8918, 0.6712)
C (-2.7376, 0.4564, -0.0043)
N (-3.4646, 1.5392, 0.6856)
H (4.0552, -0.3747, 0.6454)
H (2.5495, 0.0251, 1.5014)
H (4.0149, 0.9482, 1.8239)
H (2.3421, 2.1194, 0.3398)
H (2.5893, 1.2625, -2.1532)
H (2.9200, -0.2812, -1.3565)
H (0.1996, 0.9193, -2.0384)
H (0.4023, 1.1501, -0.0541)
H (1.2469, -1.7266, -0.8197)
H (-0.2633, -1.4787, -1.6470)
H (0.0996, -2.2337, 1.0514)
H (-0.4183, -0.5760, 1.1487)
H (-2.0591, -2.8165, 0.9289)
H (-2.0350, -2.2296, -0.7279)
H (-3.0185, -0.7423, 1.7495)
H (-3.9308, -1.2712, 0.3593)
H (-3.0684, 0.3851, -1.0440)
H (-1.6819, 0.7050, -0.0415)
H (-2.9335, 2.3946, 0.6573)
H (-4.3554, 1.7102, 0.2459)